Here is the molecule C4H7NO from the Open Molecules 2025 dataset. Energies are from ωB97M-V with the def2-TZVPD basis set.

```
13
Properties=species:S:1:pos:R:3:forces:R:3
O 2.448475 -0.835708 -0.243704 0.377 -0.063 -0.095
N 1.846539 0.413863 -0.036820 -0.618 0.130 0.359
C 0.591596 0.259497 0.010988 0.320 0.089 0.120
C -0.313270 -0.915573 -0.218378 0.084 -0.132 -0.121
C -1.517220 -0.011173 0.147426 -0.179 -0.011 0.042
C -0.556425 1.213337 0.249052 0.060 0.206 0.041
H 3.387530 -0.631053 -0.160719 -0.123 -0.057 -0.080
H -0.243611 -1.110740 -1.292125 -0.219 -0.508 0.098
H -0.147809 -1.819070 0.381665 0.018 0.210 -0.325
H -2.299752 0.058071 -0.613597 0.183 0.036 0.117
H -1.991031 -0.285487 1.094240 0.144 0.110 -0.120
H -0.685147 1.956759 -0.542638 0.019 -0.030 0.162
H -0.519881 1.707278 1.224607 -0.066 0.020 -0.196
```
Positions in Å, forces in eV/Å.

Properties
LUMO = 1.10 eV
ΔE to the lowest compared entry with this formula, charge and spin = 289.1 kJ/mol
Frontier orbital gap = 10.5 eV
Maximum force = 0.73 eV Å⁻¹
DFT total energy = -7796.6484 eV
SMILES = ON=C1CCC1
Multiplicity = 1

---

Here is a structure of composition C10H8Br3N at a distorted geometry from the Open Molecules 2025 dataset. Energies are from ωB97M-V with the def2-TZVPD basis set.

```
22
Properties=species:S:1:pos:R:3:forces:R:3
C -3.133317 0.391357 -0.802234 -1.476 0.871 -0.017
C -2.280052 0.512758 -1.884929 2.112 0.169 0.392
C -2.829620 0.079080 0.488189 2.052 0.100 -0.566
C -0.919748 0.280328 -1.624974 1.765 1.427 -0.986
C -0.767844 -0.713983 1.895323 1.351 -0.080 -0.459
C 0.543043 -0.948074 1.493810 -0.204 -0.120 3.358
C -1.445524 -0.170797 0.772427 -0.391 -0.132 -1.278
C -0.476865 -0.032270 -0.300451 -1.983 -0.958 0.379
C 1.869763 -0.701660 -0.509047 1.803 2.199 1.144
C 3.496823 0.720502 0.463055 -2.164 -1.596 -1.384
N 0.733336 -0.573240 0.227136 -1.323 1.204 -2.022
Br 2.853325 -2.273133 -0.212822 0.145 -0.572 -0.450
Br 4.525169 1.567338 -0.891822 -0.090 -0.147 0.260
Br 2.520962 1.910894 1.606612 0.557 -0.648 -0.313
H -4.134861 0.768275 -0.853276 -0.643 -0.156 -0.833
H -2.580999 0.955460 -2.843662 0.036 -0.484 0.517
H -3.699594 0.173156 1.106740 0.364 -0.405 1.131
H -0.152601 0.649214 -2.427876 -1.397 -1.220 1.442
H -1.242295 -0.853318 2.846519 0.292 -0.237 0.295
H 1.465168 -1.212376 2.079382 -1.430 0.024 -0.567
H 1.658412 -0.359162 -1.513181 0.795 -0.260 -0.250
H 3.997322 -0.170354 0.885083 -0.171 1.021 0.209
```
Positions in Å, forces in eV/Å.

Properties
LUMO (alpha / beta) = -0.32 / -0.32 eV
Frontier orbital gap (alpha / beta) = 7.5 / 7.5 eV
Maximum force = 3.37 eV Å⁻¹
DFT total energy = -222113.8176 eV
Multiplicity = 1

---

Here is a structure of composition C17H23FMnNO7PS2Se at a distorted geometry from the Open Molecules 2025 dataset. Energies are from ωB97M-V with the def2-TZVPD basis set.

```
54
Properties=species:S:1:pos:R:3:forces:R:3
Mn -0.636897 0.608916 -0.137014 0.788 -1.572 0.028
O 1.238773 0.002913 -0.499188 0.080 0.565 -0.096
C 2.246017 0.909009 -0.097367 -0.079 -0.140 0.026
C 1.642071 2.283574 -0.045582 0.131 -0.004 -0.005
C 2.414510 3.430019 -0.057910 0.118 -0.047 -0.001
C 1.784611 4.660513 0.012608 0.208 0.166 0.001
C 0.406893 4.711408 0.086102 -0.238 -0.057 0.026
C -0.301341 3.520962 0.092556 0.008 0.113 0.004
N 0.314046 2.337465 0.036907 -0.114 0.611 -0.069
H 1.505637 -0.950100 -0.485846 -0.016 -0.314 0.095
H 3.079762 0.896292 -0.798963 0.073 -0.023 -0.074
H 2.623323 0.648859 0.895336 0.032 -0.055 0.086
H 3.491565 3.347169 -0.133106 -0.023 0.035 -0.003
H 2.370791 5.574225 -0.001351 -0.054 -0.089 -0.006
H -0.131591 5.649601 0.120057 0.052 -0.056 -0.001
H -1.381934 3.485539 0.121035 -0.019 -0.024 -0.031
C -0.151554 -6.357373 0.659513 0.031 -0.108 0.107
C -0.527312 -5.663180 -0.626485 -0.092 0.148 0.052
O -1.107324 -4.384985 -0.306020 0.027 -0.054 -0.091
P -0.461516 -3.046698 -0.906839 0.027 -0.047 0.442
S -1.642605 -1.593273 -0.229721 -0.135 0.024 0.001
S 1.493980 -3.030338 -0.545041 0.162 0.177 0.064
O -0.706877 -3.307338 -2.455693 -0.018 0.092 -0.501
C -0.350106 -2.265012 -3.401889 -0.092 -0.168 0.083
C -1.533434 -1.995803 -4.291992 -0.110 0.007 -0.133
H 0.243181 -7.356346 0.448783 -0.027 0.067 0.020
H -1.022164 -6.456138 1.312960 0.063 0.012 -0.062
H 0.612546 -5.779915 1.182190 -0.029 -0.022 -0.021
H -1.277953 -6.223088 -1.184603 -0.045 -0.003 -0.014
H 0.345799 -5.532298 -1.264599 0.046 0.026 -0.027
H 0.518582 -2.623885 -3.954582 0.022 -0.032 -0.005
H -0.078358 -1.354111 -2.875891 0.050 0.150 0.144
H -1.857274 -2.914931 -4.789139 0.008 0.075 0.021
H -1.257574 -1.259232 -5.052268 -0.029 -0.051 0.047
H -2.360111 -1.582718 -3.711433 0.040 -0.002 -0.010
O -0.825026 0.944371 -2.131021 -0.517 0.156 0.109
Se -2.387554 1.584687 -1.945386 -0.329 0.409 -0.175
O -2.392100 3.187415 -2.249931 0.002 -0.762 0.044
O -2.407520 1.380177 -0.248104 -0.386 0.240 -0.284
O -3.524688 0.710502 -2.697445 0.580 0.418 0.296
F -5.211281 0.773801 4.666523 -0.006 -0.008 0.007
C -4.029179 0.658068 4.001405 -0.104 -0.010 0.056
C -3.548473 -0.594594 3.702227 0.169 -0.202 -0.083
C -2.337238 -0.701308 3.023933 -0.138 -0.170 0.010
C -1.609304 0.423629 2.639358 0.342 -0.025 -0.081
C -0.315845 0.317676 1.880381 -0.832 0.266 0.125
C -2.142533 1.668096 2.973717 -0.053 0.230 -0.002
C -3.349319 1.800270 3.649768 0.193 0.172 -0.091
H -4.115021 -1.472181 3.992313 0.048 0.052 -0.034
H -1.957247 -1.682978 2.764735 -0.034 0.037 0.025
H 0.119067 -0.672238 1.977280 0.086 -0.153 0.002
H 0.380825 1.068354 2.255773 0.131 0.051 -0.020
H -1.603059 2.565303 2.682575 -0.043 -0.044 0.018
H -3.764468 2.771449 3.893574 0.044 -0.057 -0.022
```
Positions in Å, forces in eV/Å.

Properties
LUMO (alpha / beta) = 2.28 / 2.28 eV
ΔE to the lowest compared entry with this formula, charge and spin = 0.0 kJ/mol
Frontier orbital gap (alpha / beta) = 7.6 / 7.5 eV
Charge = -1
Maximum force = 1.76 eV Å⁻¹
DFT total energy = -164171.3653 eV
⟨S²⟩ = 2.044
Multiplicity = 3

---

Here is a structure of composition C43H38N7O15Y at a distorted geometry from the Open Molecules 2025 dataset. Energies are from ωB97M-V with the def2-TZVPD basis set.

```
104
Properties=species:S:1:pos:R:3:forces:R:3
Y 7.733982 16.623979 28.867920 -0.694 1.097 -0.180
C 5.625770 21.027661 27.395466 -0.507 -2.050 0.381
O 5.855196 19.829424 28.118401 -0.181 2.005 -1.063
H 5.358646 21.909743 27.977422 0.154 -0.090 1.075
H 6.486480 21.448366 26.875579 1.172 -0.171 -0.072
H 4.913076 20.941334 26.575277 -0.167 -0.693 -0.033
C 1.942333 20.167747 35.475003 0.239 -1.108 -0.726
C 2.416326 20.337997 34.168298 1.252 -0.576 -0.815
C 3.442561 19.529008 33.584293 -0.436 -1.703 2.096
C 3.864974 18.395439 34.378290 -0.244 1.882 0.874
C 3.435043 18.288757 35.719201 -0.696 -0.041 -0.184
C 2.453884 19.145055 36.277900 0.541 -0.070 -1.436
N 4.942693 17.432009 33.984629 1.239 -1.631 2.132
O 5.342480 17.370367 32.822938 -0.530 0.445 0.464
O 5.431675 16.697933 34.907092 -1.490 2.168 -2.886
H 1.063635 20.721820 35.770458 0.203 0.285 0.256
H 1.966198 21.119329 33.573895 0.145 0.102 -0.125
H 3.913923 19.633879 32.618260 -0.424 0.369 -0.162
H 3.818556 17.451531 36.283444 -0.024 0.092 0.141
H 2.019278 18.999046 37.255750 0.355 -0.216 0.120
C 3.399134 23.712978 20.474707 1.241 -0.984 -0.350
C 4.646483 23.303203 21.058756 -0.784 0.371 -1.873
C 5.726194 22.934010 20.229486 -0.790 0.226 -0.134
C 5.562754 22.914044 18.815978 -1.679 0.080 1.413
C 4.308956 23.234211 18.288364 0.382 0.377 -0.353
C 3.251097 23.698554 19.078184 0.815 -0.883 0.922
N 6.647895 22.482314 17.943692 1.758 -0.119 -1.207
O 7.757689 22.456881 18.461066 -0.454 -0.090 0.299
O 6.498547 22.216691 16.747669 -1.019 0.392 1.568
H 2.524309 23.871201 21.087927 0.107 0.358 0.176
H 4.752380 23.268116 22.132980 0.054 0.008 0.009
H 6.637979 22.632783 20.723740 0.198 0.000 -0.375
H 4.155310 23.159218 17.221982 0.146 -0.033 -0.121
H 2.294925 23.879344 18.609732 0.008 0.230 0.049
C -1.370620 16.600118 27.401783 1.059 0.328 -0.290
C -0.124100 17.227238 27.123554 -0.232 -2.273 1.047
C 1.051660 16.572547 27.555692 -0.238 1.114 0.286
C 0.997239 15.472345 28.414942 -2.254 -0.759 0.118
C -0.267729 14.893618 28.693279 1.165 0.298 0.331
C -1.432996 15.445954 28.208020 0.410 0.723 -0.562
N 2.173701 14.856905 29.060455 -1.384 -2.687 -0.360
O 2.085569 13.744332 29.665526 0.258 3.452 -1.432
O 3.193472 15.448890 28.813877 1.816 0.241 0.569
H -2.234973 16.994592 26.888291 -0.327 0.091 0.435
H -0.004303 18.172303 26.614733 -0.330 -0.188 -0.341
H 1.949100 17.066561 27.213707 0.429 -0.373 0.423
H -0.314743 14.013157 29.316978 0.095 0.008 0.086
H -2.356344 14.971746 28.506251 -0.195 0.128 -0.351
C 7.482585 26.821505 25.768084 0.479 -0.287 0.979
C 8.500620 27.381239 26.549782 -0.512 0.742 -0.570
C 8.585309 28.777467 26.684964 -0.978 0.185 -0.912
C 7.582355 29.596269 26.056258 1.973 -1.880 0.347
C 6.581877 28.977477 25.311600 0.189 1.007 -0.505
C 6.563793 27.605734 25.130627 -0.653 0.326 0.424
N 7.774850 31.073390 26.084759 0.294 -0.045 0.489
O 8.879575 31.561701 26.283147 -0.478 -1.040 -0.139
O 6.771392 31.716900 25.938644 -0.831 0.429 -0.319
H 7.385407 25.746303 25.798158 0.072 -0.161 -0.445
H 9.199734 26.661419 26.949160 0.306 0.465 0.434
H 9.401779 29.265667 27.196270 -0.008 -0.031 0.100
H 5.843016 29.526738 24.746968 0.037 0.481 0.284
H 5.730182 27.198314 24.577917 0.125 -0.190 -0.163
C 5.076212 17.876822 17.939585 1.782 -0.538 -1.003
C 6.143426 17.423488 18.752790 -2.223 -0.317 1.875
C 5.927681 17.474648 20.148392 -1.024 1.197 -0.079
C 4.695151 18.082587 20.663127 2.329 -1.718 -0.268
C 3.751570 18.531733 19.797796 -0.807 1.732 -1.708
C 3.956848 18.505780 18.374960 0.223 0.069 2.296
N 4.425777 18.092736 22.144233 -1.248 -0.364 1.105
O 5.367943 17.807397 22.939477 -2.435 0.903 -1.914
O 3.218243 18.317455 22.490902 3.938 -0.532 -0.651
H 5.229211 17.736376 16.879742 -0.058 0.237 -0.230
H 6.948745 16.877680 18.283786 0.283 0.252 0.275
H 6.655635 17.163123 20.882853 0.067 -0.212 -0.117
H 2.914826 19.112428 20.157055 -0.227 -0.319 0.243
H 3.361528 19.059368 17.663949 -0.535 -0.314 0.247
C 11.682986 22.448801 22.470045 0.335 0.847 1.880
C 11.103060 21.199981 22.612673 -0.755 -0.127 -1.285
C 10.705999 20.648323 23.801968 0.120 -0.800 0.914
C 11.020299 21.306456 24.978408 0.554 0.899 0.102
C 11.575187 22.559613 24.885263 1.448 2.133 -0.352
C 11.959987 23.171898 23.664551 -1.698 -1.758 -0.749
N 10.832292 20.681733 26.307286 -0.045 1.002 0.656
O 11.076553 21.247279 27.370085 -0.009 0.091 -1.569
O 10.399588 19.554061 26.270804 -0.683 -1.581 0.045
H 11.837105 22.868073 21.486765 0.230 -0.018 0.014
H 10.822289 20.681420 21.707868 0.067 -0.170 -0.088
H 10.187443 19.702883 23.862362 0.118 -0.076 -0.232
H 11.807012 23.206078 25.718772 -0.194 -0.526 0.627
H 12.271743 24.205547 23.636836 0.304 -0.116 0.133
C 7.592900 23.222867 34.001362 -1.749 0.079 -1.947
C 8.797856 23.081668 34.588374 2.151 0.950 0.856
C 9.981120 23.574020 33.998068 -0.674 0.454 -2.087
C 9.904362 24.133216 32.660361 -3.179 -0.295 2.432
C 8.595516 24.408755 32.117134 0.534 -1.961 0.707
C 7.451670 23.839374 32.749860 1.813 0.843 -0.039
N 11.073051 24.580155 31.972450 2.193 0.991 -0.884
O 10.958219 25.401189 31.061378 -0.498 -0.761 0.660
O 12.170579 24.143090 32.322084 -1.215 0.000 0.074
H 6.693816 22.834008 34.456161 0.003 -0.013 0.276
H 8.802585 22.756671 35.618309 0.365 -0.304 0.013
H 10.920767 23.594940 34.530079 0.074 -0.271 -0.125
H 8.491896 24.873850 31.147925 0.171 0.170 0.054
H 6.478847 23.943059 32.292412 -0.019 0.108 0.003
```
Positions in Å, forces in eV/Å.

Properties
LUMO = -11.39 eV
ΔE to the lowest compared entry with this formula, charge and spin = 1400.1 kJ/mol
Frontier orbital gap = 1.4 eV
Charge = +2
Maximum force = 4.03 eV Å⁻¹
DFT total energy = -87345.2805 eV
Multiplicity = 1